C4H9NO2 | the ωB97M-V functional and the def2-TZVPD basis

The maximum force is 0.093 hartree/bohr. Its SMILES is NC(=O)CCCO. Its energy above the lowest of the compared OMol25 structures with the same formula, charge and spin is 40.60 kcal per mole. The calculation puts the electronic energy at -363.02083 a.u. The calculation puts the orbital gap at 10.18 eV. The molar mass comes out at 103.1 g/mol.

```
! wB97M-V def2-TZVPD RIJCOSX def2/J DEFGRID3
* xyz 0 1
N -1.45 -0.28 -1.28
C -1.19 1.01 -0.94
O -1.87 1.95 -1.31
C 0.06 1.16 -0.09
C 0.14 0.34 1.17
C 1.09 -1.06 0.99
O 0.94 -1.81 -0.19
H -2.23 -0.47 -1.89
H -0.80 -1.03 -1.06
H 0.98 0.78 -0.91
H 0.30 2.21 0.03
H 0.63 0.89 1.99
H -0.84 -0.05 1.48
H 2.15 -0.75 1.17
H 0.73 -1.72 1.78
H 1.36 -1.15 -0.94
*
```